This record from the OMol25 dataset describes the molecule C3H8SSe at a distorted geometry. The level of theory is ωB97M-V with the def2-TZVPD basis set.

Geometry as ORCA input:
```
! RIJCOSX wB97M-V def2-TZVPD def2/J DEFGRID3
* xyz 0 1
C 0.0802 -1.1860 -2.5031
Se -0.9361 -1.2080 -0.9001
C -0.7057 0.1175 0.9777
C 0.3433 1.1252 1.1885
S 0.6133 1.6178 2.8520
H 0.1103 -2.2115 -2.8094
H -0.5458 -0.8689 -3.3082
H 1.0560 -0.7051 -2.3684
H -1.6064 0.5998 0.6761
H -0.7820 -0.8032 1.4746
H 1.2245 0.8569 0.5974
H -0.0250 2.1863 0.8336
H 1.1734 0.4791 3.2891
*
```

## Properties
**Calculated total energy**: -79419.746 eV
**HOMO**: -0.2961 Ha
**Energy above the lowest of the compared OMol25 structures with the same formula, charge and spin**: 40.9 kcal per mole

Mulliken population analysis, charges in e, atoms 1 to 8: -0.845 -0.028 -0.849 -0.286 -0.194 0.263 0.297 0.275